Entry 1:
8
Properties=species:S:1:pos:R:3:forces:R:3 method="wB97M-V/def2-TZVPD" charge=0 de_lowest_kcal_mol=52.74 smiles="C/C=N/F"
C 1.043 0.112 0.078 0.609 -1.755 2.370
C -0.416 -0.025 -0.215 -2.787 0.745 -0.584
N -1.305 -0.565 0.557 0.968 0.941 -0.579
F -2.642 -0.260 0.055 1.544 -0.429 0.007
H 1.589 0.934 -0.454 -0.918 -0.785 0.521
H 1.529 -0.908 -0.183 -0.468 1.762 0.514
H 1.068 0.246 1.268 0.509 -0.252 -2.687
H -0.866 0.466 -1.106 0.543 -0.227 0.439


Entry 2:
93
Properties=species:S:1:pos:R:3:forces:R:3 method="wB97M-V/def2-TZVPD" s_squared=6.02 charge=+1 e_tot_ha=-4067.2254 multiplicity=5
Cr 0.024 2.214 2.605 0.923 -3.170 -2.283
N 0.596 0.666 -0.207 3.527 -1.136 -1.397
O 0.501 -0.507 -0.018 -1.356 -2.525 0.833
O 0.110 1.492 0.575 -2.801 4.141 4.524
O 1.307 1.107 -1.073 0.447 0.956 -1.670
C 3.085 3.628 5.805 0.328 -1.280 -0.372
C 2.823 2.087 5.793 -0.149 0.559 1.156
O 3.601 1.428 4.776 -1.665 -0.780 -1.892
C 2.966 1.050 3.608 3.666 1.162 0.482
O 1.816 1.257 3.283 -1.478 0.870 0.120
O 3.892 0.582 2.805 0.943 1.111 3.180
C 3.709 0.304 1.476 -1.391 -2.122 -1.871
H 4.153 3.791 5.947 0.098 -0.125 -0.378
H 2.658 4.191 6.635 -0.603 -0.383 -0.148
H 2.783 4.012 4.830 0.021 0.420 0.140
H 1.781 1.773 5.730 -0.185 0.379 -0.420
H 3.129 1.643 6.740 0.388 0.048 -0.102
H 2.994 -0.519 1.498 -0.727 0.321 -0.761
H 4.564 -0.225 1.053 0.525 0.674 0.438
H 3.429 1.148 0.846 -0.111 0.040 0.228
C -2.326 0.738 -2.588 0.277 1.034 -0.721
C -2.641 1.892 -1.644 1.654 -1.240 1.021
O -3.862 2.430 -1.977 -1.332 -2.688 -1.582
C -4.213 3.598 -1.688 0.715 5.788 1.364
O -3.468 4.432 -1.067 -3.077 -2.489 -1.828
O -5.454 3.822 -2.263 1.911 -0.173 1.922
C -6.058 5.113 -2.058 -0.007 -0.081 -0.633
H -2.484 1.199 -3.563 0.047 -0.311 -0.344
H -2.891 -0.194 -2.567 -0.164 0.291 0.510
H -1.253 0.548 -2.554 0.017 -0.268 0.162
H -1.838 2.627 -1.704 -0.139 0.190 -0.139
H -2.696 1.581 -0.601 0.068 -0.104 0.245
H -5.666 5.727 -2.870 -0.369 0.331 0.143
H -5.886 5.610 -1.104 0.401 -0.473 0.059
H -7.124 4.913 -2.160 0.113 0.246 -0.169
C -3.419 -2.159 0.710 0.697 0.042 -0.158
C -2.499 -1.142 1.469 -1.037 0.083 -0.388
O -1.718 -1.824 2.455 2.397 1.094 1.912
C -0.893 -1.046 3.289 -2.560 -1.615 -1.664
O -0.489 0.086 3.063 -0.547 0.230 0.140
O -0.725 -1.726 4.388 -0.219 -0.693 -0.610
C 0.061 -1.184 5.401 0.984 1.126 1.857
H -4.088 -1.703 -0.020 -0.055 0.698 0.380
H -4.033 -2.809 1.334 0.146 0.367 0.427
H -2.880 -2.837 0.048 0.579 0.042 0.388
H -3.083 -0.435 2.058 -0.500 0.100 -0.274
H -1.853 -0.543 0.827 0.031 -0.362 -0.287
H 1.019 -0.812 5.038 -0.121 -0.073 -0.095
H 0.242 -1.856 6.240 0.011 -0.939 -0.815
H -0.468 -0.418 5.968 -0.252 0.620 -0.609
C 0.590 4.365 -1.782 -0.931 -0.046 -1.386
C 0.866 3.535 -3.044 -0.137 -1.113 0.492
O 0.745 4.330 -4.212 0.065 1.635 -1.370
C -0.153 4.115 -5.200 -1.084 -2.077 0.121
O -0.825 3.082 -5.289 1.042 2.129 0.077
O -0.196 5.152 -6.075 1.350 0.080 1.440
C -1.204 5.112 -7.066 -1.588 -1.565 0.198
H 1.162 5.283 -1.919 0.323 -0.122 0.634
H 0.787 3.759 -0.898 0.336 0.283 -0.034
H -0.452 4.685 -1.768 -0.184 -0.065 0.135
H 0.292 2.621 -3.196 -0.485 0.181 0.350
H 1.879 3.156 -2.913 0.304 0.298 -0.692
H -2.148 4.998 -6.533 -0.227 -0.001 -0.122
H -1.095 4.198 -7.650 0.095 0.165 -0.237
H -1.332 5.980 -7.713 1.046 0.201 0.454
C 4.183 -3.564 0.119 -0.581 0.657 0.434
C 2.692 -3.425 0.512 0.796 1.245 -1.068
O 2.333 -4.211 1.636 -0.272 -0.167 4.315
C 2.326 -3.664 2.959 0.160 4.742 -2.059
O 2.487 -2.436 3.253 -0.378 -4.636 -1.589
C 1.877 -4.577 4.136 0.881 0.236 0.013
F 0.618 -4.346 4.450 -0.798 0.306 -0.247
F 2.027 -5.822 3.813 0.085 -1.501 -0.251
F 2.584 -4.334 5.261 0.121 0.211 -0.743
H 4.375 -3.142 -0.868 -0.383 0.083 -0.110
H 4.500 -4.605 0.053 -0.039 0.071 0.395
H 4.778 -2.953 0.798 0.334 -0.479 0.216
H 2.123 -3.680 -0.382 -0.442 -0.871 0.585
H 2.370 -2.402 0.706 0.433 0.195 0.092
C -1.584 -2.756 -2.273 -0.145 -2.042 0.408
C -0.793 -3.942 -1.609 0.706 2.590 0.165
O -0.527 -4.886 -2.620 -1.236 0.123 -1.127
C 0.352 -5.823 -2.440 1.210 -0.178 3.478
O 0.923 -6.015 -1.363 -0.826 -0.097 -2.583
C 0.614 -6.580 -3.744 0.443 -1.149 -0.065
F 0.198 -7.867 -3.687 0.098 0.706 0.264
F 0.044 -6.013 -4.782 -0.494 0.296 -0.420
F 1.926 -6.582 -3.959 0.398 -0.107 0.067
H -2.587 -3.180 -2.236 -0.471 0.793 -0.340
H -1.315 -2.636 -3.322 0.212 0.068 0.163
H -1.513 -1.811 -1.734 0.089 -0.316 0.077
H -1.321 -4.323 -0.735 -0.009 -0.477 -0.279
H 0.160 -3.547 -1.256 0.115 -0.218 0.129


Entry 3:
27
Properties=species:S:1:pos:R:3:forces:R:3 method="wB97M-V/def2-TZVPD" charge=-1 de_lowest_kcal_mol=69.18
C 0.571 -0.547 0.114 -0.457 -1.169 0.847
C -0.009 -0.966 1.314 1.067 -0.050 -0.501
C -0.143 0.602 -0.187 0.957 2.079 -3.166
C 1.927 -0.044 -3.396 -2.312 -1.115 -1.161
C -3.203 -0.280 2.507 2.295 -3.918 0.261
C -1.767 1.453 3.367 0.560 -0.767 0.782
C 3.810 -1.427 -4.014 -3.333 -0.309 3.262
C -1.720 0.004 2.839 -3.132 2.984 -1.467
N -0.975 0.958 0.729 -0.964 -0.152 1.548
N 1.542 1.119 -2.895 0.958 2.128 1.185
N -0.864 -0.026 1.725 0.305 0.752 -2.043
O 1.168 -0.782 -4.043 1.047 -0.430 0.027
O -0.009 3.061 -2.685 0.490 -0.013 0.386
O 3.223 -0.341 -3.189 0.843 -0.109 -0.742
S 0.080 1.607 -2.627 -0.498 -1.675 0.692
H 1.346 -0.978 -0.505 -0.150 -0.259 0.228
H 0.083 -1.856 1.890 0.377 -0.506 0.397
H -3.607 -0.021 3.460 -1.417 -0.341 0.287
H -3.193 -1.441 2.264 -0.869 2.280 0.423
H -3.540 0.296 1.689 -0.426 0.630 -0.769
H -1.737 1.991 2.445 -0.448 1.063 -0.211
H -0.819 1.559 3.829 1.050 0.795 0.656
H -2.548 1.751 4.115 0.466 -0.566 -0.991
H 4.802 -1.170 -4.029 2.364 0.625 -0.841
H 3.226 -1.551 -4.914 0.275 -0.077 -0.253
H 3.726 -2.297 -3.310 -0.012 0.199 -1.164
H -1.372 -0.674 3.505 0.967 -2.081 2.327


Entry 4:
25
Properties=species:S:1:pos:R:3:forces:R:3 method="wB97M-V/def2-TZVPD" charge=0 de_lowest_kcal_mol=114.07 smiles=C[SiH](C)N(Cl)C(C)(C)C
C -0.542 1.785 2.064 -2.197 0.519 -2.088
Si -1.364 0.908 0.466 -0.537 -1.457 4.104
C -2.677 -0.293 1.285 0.067 2.327 -0.217
N -0.412 -0.398 -0.194 -0.889 -1.368 -2.143
Cl -1.850 -1.284 -1.508 1.947 1.356 1.207
C 0.899 -0.440 -0.805 0.198 -1.542 -1.868
C 1.170 0.421 -2.041 0.104 1.154 -0.570
C 1.830 -0.129 0.378 -0.623 -1.045 1.271
C 1.189 -1.884 -1.292 0.085 -0.131 0.935
H 0.474 2.061 1.935 0.954 0.343 -0.003
H -1.190 2.742 2.026 1.028 -1.364 0.521
H -0.696 1.215 2.971 -0.077 -0.011 0.105
H -1.764 2.030 -0.284 -0.473 0.855 -1.297
H -3.215 -0.718 0.481 -0.605 -0.740 -0.591
H -2.056 -1.022 1.761 0.268 -0.536 0.334
H -3.425 0.113 1.981 0.471 0.145 -0.044
H 2.190 0.782 -1.881 -0.039 0.250 -0.480
H 1.151 -0.040 -3.079 -0.243 0.064 1.584
H 0.495 1.290 -2.074 0.273 -0.069 0.010
H 2.587 -0.903 0.396 0.350 -0.076 -0.131
H 1.327 -0.269 1.405 0.671 0.856 -1.625
H 2.315 0.796 0.155 0.170 0.881 0.738
H 0.497 -2.137 -2.051 -0.644 -0.138 -0.927
H 2.199 -2.185 -1.665 -0.592 0.846 0.699
H 0.868 -2.442 -0.435 0.332 -1.119 0.477


Copy entry 1 word for word.
8
Properties=species:S:1:pos:R:3:forces:R:3 method="wB97M-V/def2-TZVPD" charge=0 de_lowest_kcal_mol=52.74 smiles="C/C=N/F"
C 1.043 0.112 0.078 0.609 -1.755 2.370
C -0.416 -0.025 -0.215 -2.787 0.745 -0.584
N -1.305 -0.565 0.557 0.968 0.941 -0.579
F -2.642 -0.260 0.055 1.544 -0.429 0.007
H 1.589 0.934 -0.454 -0.918 -0.785 0.521
H 1.529 -0.908 -0.183 -0.468 1.762 0.514
H 1.068 0.246 1.268 0.509 -0.252 -2.687
H -0.866 0.466 -1.106 0.543 -0.227 0.439


The lowest charge belongs to which entry?
C8H12N3O3S